Molecular formula: C3H7N3OS
Method: DFT, ωB97M-V/def2-TZVPD

Output
- Total charge: 0
- E: -756.13849 Eh
- Multiplicity: 1
- SMILES: CO/N=C/NC(N)=S
- Energy above the lowest of the compared OMol25 structures with the same formula, charge and spin: 60.1 kcal per mole
- Orbital gap: 8.732 eV

Positions of all 15 atoms, in Å:
C1 3.2500 -0.6021 0.0097
O1 2.0747 0.1598 -0.2695
N1 0.9653 -0.6592 -0.0689
C2 -0.0830 0.0872 -0.1463
N2 -1.2320 -0.5233 0.1482
C3 -2.5031 0.0183 -0.0368
N3 -2.6232 1.3727 -0.0670
S1 -3.8138 -1.0353 -0.1394
H1 3.2318 -1.6412 -0.4070
H2 3.4137 -0.5351 1.0736
H3 4.1364 -0.0889 -0.4987
H4 -0.0510 1.2333 -0.2356
H5 -1.2222 -1.5212 0.3040
H6 -3.5518 1.7415 -0.1722
H7 -1.9918 1.9935 0.5058

Here are the Mulliken charges for atoms 1 to 6, given in e:
1. C -0.490
2. O -0.128
3. N -0.484
4. C 0.006
5. N -0.109
6. C 0.323